DFT (ωB97M-V/def2-TZVPD) results for the ion C5H8IN2 with charge +1 in a non-equilibrium geometry.

Values from the calculation:
Charge: +1

Last column: natural (NBO) charge in e.
Element x y z (Å)
C (2.2733, -2.1248, 0.1601)  0.042
C (0.9635, -2.6067, 0.0013)  -0.207
C (0.3813, -0.3213, -0.4882)  0.637
C (-0.6735, 1.7992, 0.3981)  -0.601
C (0.3844, 1.1460, -0.5816)  -0.562
N (2.4942, -0.8451, 0.1527)  -0.626
N (0.0943, -1.5545, -0.3629)  -0.501
I (4.0681, 0.4417, -0.0932)  0.507
H (3.0435, -2.8803, 0.3853)  0.251
H (0.5852, -3.6507, 0.0454)  0.268
H (-0.4328, 1.4494, 1.4934)  0.221
H (-1.7796, 1.6541, 0.3084)  0.241
H (-0.5275, 2.8230, 0.4460)  0.235
H (1.3520, 1.6464, -0.3498)  0.306
H (0.1140, 1.6029, -1.5638)  0.294
H (-0.7741, -1.9678, -0.8777)  0.495

---

DFT (ωB97M-V/def2-TZVPD) results for a structure of composition CH3Cl2O3P in a non-equilibrium geometry.

Values from the calculation:
Charge: 0

Last column: natural (NBO) charge in e.
Element x y z (Å)
C (1.4439, 0.0885, 0.6420)  -0.731
O (-0.7880, -1.5698, 0.5850)  -0.958
O (-0.7259, -0.1328, -1.4063)  -0.983
O (-1.1886, 0.8787, 0.8386)  -0.982
P (-0.2452, -0.1778, 0.1196)  2.253
Cl (1.7028, 1.7241, -0.1397)  -0.124
Cl (2.4196, -1.1256, -0.2196)  -0.053
H (-1.6605, -1.7734, 0.2367)  0.521
H (-0.2480, 0.5065, -1.9387)  0.525
H (-0.7101, 1.5816, 1.2824)  0.531

---

DFT (ωB97M-V/def2-TZVPD) results for a structure of composition C37H40OP2Sr in a non-equilibrium geometry.

Values from the calculation:
Charge: 0

Last column: Löwdin charge in e.
Element x y z (Å)
Sr (0.4884, -1.0407, 0.4722)  1.310
C (-2.1621, -0.0409, 6.3763)  -0.118
C (-2.0251, -0.0088, 5.0249)  -0.122
C (-2.5972, 0.9938, 4.0514)  -0.182
C (-1.5220, 1.9645, 3.4774)  -0.174
C (-0.4815, 2.2932, 4.5215)  -0.120
C (-0.7098, 2.5901, 5.8081)  -0.107
C (-2.0196, 2.5332, 6.5497)  -0.197
C (-2.3928, 1.1837, 7.2533)  -0.183
C (2.0126, -0.1438, 2.4130)  -0.365
H (-2.2686, -1.0258, 6.8995)  0.109
H (-1.4050, -0.7857, 4.5518)  0.069
H (-3.4527, 1.5149, 4.5171)  0.105
H (-3.0946, 0.4177, 3.2579)  0.086
H (-1.0453, 1.5621, 2.5507)  0.090
H (-2.0638, 2.8556, 3.1041)  0.116
H (0.5355, 2.3192, 4.1159)  0.093
H (0.1351, 2.9601, 6.4059)  0.104
H (-2.8642, 2.7039, 5.8694)  0.089
H (-2.1017, 3.3662, 7.2698)  0.110
H (-1.8485, 1.0726, 8.2065)  0.105
H (-3.4616, 1.2402, 7.5462)  0.110
H (2.7234, -0.7743, 2.9774)  -0.069
H (1.4465, 0.4410, 3.1594)  -0.099
H (2.6193, 0.5814, 1.8370)  -0.103
P (0.0110, -2.0634, -2.4318)  0.952
P (2.0561, 0.3857, -2.9725)  1.008
C (-0.5038, -0.5611, -3.2614)  -0.374
C (0.3465, 0.4596, -3.5260)  -0.360
C (-0.5944, -3.3369, -3.7335)  -0.322
C (-1.7245, -3.0352, -4.5123)  -0.096
C (-2.1661, -3.8936, -5.5328)  -0.082
C (-1.5060, -5.1021, -5.7656)  -0.091
C (-0.3944, -5.4260, -4.9876)  -0.092
C (0.0676, -4.5498, -4.0017)  -0.102
C (-1.3776, -1.9199, -1.2092)  -0.568
C (-1.8143, -0.6939, -0.6310)  -0.284
C (-2.4123, -0.7094, 0.6482)  -0.195
C (-2.7232, -1.9367, 1.2548)  -0.140
C (-2.3197, -3.1266, 0.6608)  -0.111
C (-1.4956, -3.0965, -0.4548)  -0.239
C (2.6852, 1.0373, -4.6282)  -0.352
C (2.4737, 0.2394, -5.7762)  -0.112
C (2.8619, 0.6673, -7.0499)  -0.087
C (3.4730, 1.9237, -7.1995)  -0.095
C (3.6706, 2.7404, -6.0807)  -0.086
C (3.2949, 2.2879, -4.8075)  -0.089
C (2.1326, 1.8917, -1.9378)  -0.427
C (3.2675, 2.0361, -1.1110)  -0.115
C (3.4383, 3.2061, -0.3701)  -0.080
C (2.4696, 4.2218, -0.4090)  -0.075
C (1.3255, 4.0490, -1.1989)  -0.079
C (1.1504, 2.8842, -1.9524)  -0.097
H (-1.5683, -0.5064, -3.5176)  0.076
H (0.0623, 1.3055, -4.1621)  0.088
H (-2.2845, -2.1150, -4.3537)  0.088
H (-3.0347, -3.6035, -6.1353)  0.105
H (-1.8723, -5.7707, -6.5473)  0.104
H (0.1028, -6.3682, -5.1676)  0.098
H (0.9510, -4.8125, -3.4347)  0.095
H (-1.6526, 0.2775, -1.1016)  0.099
H (-2.7416, 0.2372, 1.0907)  0.086
H (-3.3288, -1.9770, 2.1682)  0.102
H (-2.6747, -4.0786, 1.0582)  0.112
H (-1.0356, -4.0078, -0.8294)  0.082
H (1.9734, -0.7267, -5.6777)  0.101
H (2.6894, 0.0318, -7.9296)  0.106
H (3.7974, 2.2532, -8.1879)  0.100
H (4.1210, 3.7334, -6.2027)  0.105
H (3.4613, 2.9387, -3.9517)  0.096
H (4.0168, 1.2375, -1.0738)  0.106
H (4.3385, 3.3339, 0.2374)  0.109
H (2.6098, 5.1408, 0.1719)  0.107
H (0.5702, 4.8355, -1.2402)  0.105
H (0.2540, 2.7674, -2.5654)  0.095
C (0.5366, -1.7993, 5.8040)  -0.083
C (0.2637, -2.1788, 4.4721)  -0.253
O (0.5937, -2.4670, 3.3598)  0.018
H (0.4364, -0.6966, 5.8313)  0.096
H (1.5332, -2.1315, 6.1751)  0.097
H (-0.2556, -2.2056, 6.4710)  0.090

---

DFT (ωB97M-V/def2-TZVPD) results for a structure of composition C22H22AuBN4O2S3 in a non-equilibrium geometry.

Values from the calculation:
Charge: 0

Last column: natural (NBO) charge in e.
Element x y z (Å)
Au (-0.9195, -0.4059, -0.3975)  0.644
S (-0.4983, -2.2957, 1.0426)  0.109
C (-1.5804, -3.5110, 0.3375)  -0.221
C (-1.4775, -4.7726, 0.8994)  -0.132
C (-2.2748, -5.8175, 0.4570)  -0.171
C (-2.1548, -7.1106, 1.0612)  0.272
N (-2.0410, -8.1371, 1.5657)  -0.291
C (-3.1731, -5.5711, -0.5891)  -0.107
C (-3.2459, -4.3152, -1.1612)  -0.172
C (-2.4503, -3.2442, -0.7244)  -0.139
S (-2.6031, -1.7425, -1.5810)  -0.324
C (-4.0166, -6.6204, -1.0925)  0.269
N (-4.6951, -7.4477, -1.5097)  -0.277
H (-0.7694, -4.9560, 1.6966)  0.236
H (-3.9323, -4.1522, -1.9804)  0.241
C (2.0371, 1.6353, -1.6807)  -0.416
N (1.8294, 2.0190, -0.3007)  -0.393
C (2.9187, 1.9299, 0.6718)  -0.219
C (2.2481, 2.3841, 1.9765)  -0.225
N (0.8365, 2.2617, 1.6285)  -0.580
C (0.6516, 2.0843, 0.3176)  0.350
S (-0.8886, 1.9856, -0.4317)  -0.258
H (2.8705, 2.2097, -2.0837)  0.209
H (1.1397, 1.8610, -2.2492)  0.247
H (2.2560, 0.5679, -1.7508)  0.216
H (3.7461, 2.5745, 0.3798)  0.214
H (3.2739, 0.8971, 0.7257)  0.212
H (2.4991, 3.4163, 2.2259)  0.201
H (2.5049, 1.7442, 2.8177)  0.218
H (0.0667, 2.4447, 2.2472)  0.431
C (7.1029, -2.2964, -0.7822)  -0.595
C (6.4250, -2.0214, -2.1318)  -0.076
C (6.6418, -0.5522, -2.5210)  -0.595
C (7.0957, -2.8970, -3.1905)  -0.606
C (4.9250, -2.2986, -2.0118)  0.000
C (4.2766, -3.2605, -2.7806)  -0.214
C (2.9096, -3.5203, -2.6711)  -0.230
C (2.2085, -2.7859, -1.7469)  0.221
O (0.8775, -2.8352, -1.4403)  -0.642
B (0.6977, -1.9306, -0.3773)  0.736
O (1.9151, -1.2333, -0.1488)  -0.692
C (2.8359, -1.8300, -0.9759)  0.281
C (4.1773, -1.5581, -1.0863)  -0.283
H (8.1756, -2.1038, -0.8534)  0.208
H (6.9603, -3.3366, -0.4843)  0.216
H (6.6993, -1.6616, 0.0080)  0.202
H (7.7091, -0.3413, -2.6157)  0.210
H (6.2313, 0.1281, -1.7729)  0.198
H (6.1623, -0.3326, -3.4767)  0.213
H (8.1584, -2.6538, -3.2377)  0.214
H (6.6713, -2.7273, -4.1816)  0.212
H (7.0084, -3.9580, -2.9510)  0.213
H (4.8400, -3.8400, -3.4971)  0.220
H (2.4242, -4.2691, -3.2816)  0.235
H (4.6323, -0.7988, -0.4629)  0.213

---

DFT (ωB97M-V/def2-TZVPD) results for a cluster of 2 separate species, C2H5OP in total in a non-equilibrium geometry.

Values from the calculation:
Charge: 0

Last column: natural (NBO) charge in e.
Element x y z (Å)
C (2.2243, 0.3562, 0.1426)  0.334
C (-0.8309, -0.6722, -0.4885)  -0.740
O (1.8561, 0.8098, 1.1893)  -0.483
P (-1.1257, 0.2587, 0.9175)  0.335
H (3.2359, 0.5505, -0.2339)  0.136
H (-1.0729, -0.3228, -1.4742)  0.206
H (-0.6191, -1.7255, -0.3867)  0.201
H (-1.2030, 1.5221, 0.3305)  -0.031
H (0.1684, 0.4072, 1.4879)  0.044

---

DFT (ωB97M-V/def2-TZVPD) results for a structure of composition C21H31F5HfOP2 in a non-equilibrium geometry.

Values from the calculation:
Charge: +2

Last column: natural (NBO) charge in e.
Element x y z (Å)
P (0.0427, -1.5294, -2.0006)  0.724
P (-0.0013, 1.7809, -1.9994)  0.677
C (-0.1540, -0.5949, -3.5653)  -0.730
C (0.3217, 0.8609, -3.5538)  -0.729
H (-1.2055, -0.6486, -3.8841)  0.264
H (0.4412, -1.1605, -4.2866)  0.296
H (1.3839, 0.9358, -3.8244)  0.266
H (-0.2070, 1.4073, -4.3372)  0.310
C (-1.6834, 2.4658, -2.2589)  -0.915
H (-1.9226, 3.0792, -1.3789)  0.266
H (-2.4341, 1.6664, -2.3202)  0.257
H (-1.7339, 3.0902, -3.1628)  0.280
C (1.0341, 3.2553, -1.9410)  -0.923
H (0.9481, 3.8769, -2.8437)  0.282
H (2.0795, 2.9642, -1.7876)  0.267
H (0.7176, 3.8387, -1.0659)  0.269
C (-0.9718, -3.0291, -2.0880)  -0.925
H (-0.6704, -3.6667, -1.2438)  0.272
H (-0.8360, -3.5823, -3.0287)  0.280
H (-2.0318, -2.7686, -1.9581)  0.265
C (1.7447, -2.1898, -2.1758)  -0.908
H (2.4868, -1.3799, -2.1134)  0.253
H (1.8511, -2.7213, -3.1346)  0.276
H (1.9318, -2.8798, -1.3407)  0.268
Hf (-0.2266, 0.0833, -0.0930)  2.385
C (0.5272, 1.6712, -6.5634)  -0.179
C (-0.8029, 1.7123, -6.3766)  -0.194
C (-1.7911, 1.0159, -7.2576)  -0.450
C (-1.3829, -0.4039, -7.7241)  -0.455
C (-0.7119, -1.2493, -6.6817)  -0.171
C (0.6148, -1.3219, -6.4891)  -0.206
C (1.6272, -0.5432, -7.2747)  -0.447
C (1.2234, 0.9066, -7.6452)  -0.455
C (0.3640, -1.6785, 1.0771)  -1.333
H (1.2017, 2.2847, -5.9588)  0.194
H (-1.2668, 2.3675, -5.6300)  0.187
H (-1.9756, 1.6282, -8.1622)  0.247
H (-2.7459, 0.9453, -6.7057)  0.211
H (-2.3194, -0.9123, -8.0000)  0.237
H (-0.7813, -0.3365, -8.6419)  0.222
H (-1.3965, -1.9098, -6.1413)  0.197
H (1.0572, -2.0802, -5.8295)  0.188
H (1.8644, -1.0749, -8.2175)  0.249
H (2.5574, -0.5100, -6.6789)  0.208
H (2.1639, 1.4403, -7.8550)  0.236
H (0.6410, 0.9092, -8.5778)  0.224
H (1.0884, -1.3435, 1.8517)  0.279
H (0.8005, -2.5564, 0.5779)  0.252
H (-0.5336, -2.0307, 1.6388)  0.283
F (-0.7248, 2.4966, 6.0963)  -0.249
C (-0.9740, 2.0140, 4.8611)  0.303
C (0.0294, 2.0407, 3.8783)  0.293
F (1.2423, 2.5861, 4.1529)  -0.259
C (-0.2889, 1.5360, 2.6361)  0.265
F (0.7257, 1.3688, 1.6095)  -0.366
C (-1.5788, 1.0806, 2.2916)  0.168
O (-1.8091, 0.5907, 1.0515)  -0.835
C (-2.5739, 1.0833, 3.2828)  0.320
F (-3.8016, 0.6167, 2.9615)  -0.262
C (-2.2543, 1.5268, 4.5573)  0.320
F (-3.1932, 1.4737, 5.5281)  -0.252

---

We obtain molecular weight values of 223.0, 164.9, 650.3, 678.4, 76.0, 634.9 g mol⁻¹ for the records listed above, in that order.
We obtain total energy values of -16383.4430, -41562.3911, -60470.4647, -70104.5506, -13486.3765, -57780.9849 eV for the records listed above, in that order.